Here is a cluster of 3 separate species, C18H37NO7 in total from the Open Molecules 2025 dataset. Energies are from ωB97M-V with the def2-TZVPD basis set.

Its SMILES is CC(=O)OCCCC[C@@H]1CCNC1=O.COCCOC.COCCOC. The calculation puts the HOMO-LUMO gap at 9.87 eV. As for the spin multiplicity: 1. Its energy above the lowest of the compared OMol25 structures with the same formula, charge and spin is 0.0 kcal/mol. Its lowest unoccupied orbital energy is 0.33 eV. Its max |F| is 0.0147 Eh/bohr.

Each atom is followed by the atoms it is bonded to, with distances in Å.
Cartesian coordinates (Å):
1 O 2.52177 4.65580 -2.64717  C20 1.414, C21 1.416
2 O -1.90681 1.17729 2.33556  C13 1.415, C26 1.419
3 O 0.97726 3.09187 -0.69127  C15 1.416, C23 1.418
4 O -0.65799 2.89709 4.37701  C16 1.416, C25 1.415
5 O 1.89174 -4.90332 0.05935  C17 1.438, C18 1.364
6 O -4.00233 -1.90591 -2.34133  C19 1.200
7 O 3.40490 -4.32365 1.58033  C18 1.190
8 N -2.97009 -1.25852 -0.36672  C19 1.425, C24 1.477, H63 1.016
9 C -1.38043 -3.50339 -2.51876  C11 1.539, C14 1.537, H36 1.094, H51 1.092
10 C 3.58223 -3.26591 -0.55245  C18 1.511, H31 1.087, H53 1.093, H59 1.088
11 C -1.59930 -4.52243 -1.38581  C9 1.539, C22 1.543, H40 1.094, H48 1.091
12 C -0.73528 -1.29618 -1.13949  C14 1.537, C24 1.523, H45 1.089, H47 1.098
13 C -2.98175 2.09157 2.22869  O2 1.415, H33 1.089, H41 1.096, H42 1.093
14 C -1.57364 -2.00978 -2.21229  C9 1.537, C12 1.537, C19 1.534, H27 1.092
15 C 1.62026 3.79131 0.35835  O3 1.416, H37 1.096, H49 1.092, H54 1.089
16 C 0.03536 1.96196 3.57075  O4 1.416, C26 1.512, H52 1.095, H57 1.094
17 C 0.80564 -4.11986 -0.46363  O5 1.438, C22 1.515, H55 1.094, H61 1.093
18 C 2.97379 -4.18684 0.47980  O5 1.364, O7 1.190, C10 1.511
19 C -2.99673 -1.73158 -1.71069  O6 1.200, N8 1.425, C14 1.534
20 C 3.60357 3.75565 -2.50783  O1 1.414, H32 1.093, H44 1.095, H62 1.088
21 C 1.28257 4.02568 -2.91486  O1 1.416, C23 1.513, H30 1.096, H34 1.094
22 C -0.37721 -5.05473 -0.60921  C11 1.543, C17 1.515, H29 1.092, H43 1.092
23 C 0.41351 3.93879 -1.67930  O3 1.418, C21 1.513, H38 1.094, H60 1.095
24 C -1.58890 -1.47590 0.10925  N8 1.477, C12 1.523, H56 1.093, H58 1.088
25 C -1.47148 2.30188 5.37031  O4 1.415, H35 1.088, H39 1.095, H46 1.093
26 C -0.62660 1.77822 2.22376  O2 1.419, C16 1.512, H28 1.095, H50 1.094
27 H -1.45854 -1.48641 -3.16431  C14 1.092
28 H -0.00330 1.12376 1.60499  C26 1.095
29 H -0.01364 -5.97692 -1.06790  C22 1.092
30 H 1.44441 3.02165 -3.32254  C21 1.096
31 H 4.65743 -3.23290 -0.39315  C10 1.087
32 H 3.38378 2.96904 -1.78106  C20 1.093
33 H -3.89280 1.54595 2.46798  C13 1.089
34 H 0.76196 4.61858 -3.67265  C21 1.094
35 H -2.06071 3.09792 5.82182  C25 1.088
36 H -0.40838 -3.64694 -3.00022  C9 1.094
37 H 0.88879 4.31213 0.98630  C15 1.096
38 H -0.56069 3.52534 -1.95790  C23 1.094
39 H -0.86056 1.83066 6.14768  C25 1.095
40 H -2.34416 -4.13565 -0.68457  C11 1.094
41 H -3.06250 2.48663 1.20920  C13 1.096
42 H -2.86867 2.92806 2.92246  C13 1.093
43 H -0.69068 -5.32526 0.40130  C22 1.092
44 H 3.85537 3.29213 -3.46795  C20 1.095
45 H 0.32378 -1.53789 -1.06576  C12 1.089
46 H -2.14420 1.55230 4.94565  C25 1.093
47 H -0.77488 -0.22660 -1.38234  C12 1.098
48 H -2.07262 -5.39369 -1.84090  C11 1.091
49 H 2.34326 4.51637 -0.02225  C15 1.092
50 H -0.70453 2.74144 1.71054  C26 1.094
51 H -2.12260 -3.72508 -3.28899  C9 1.092
52 H 0.10972 0.99550 4.08093  C16 1.095
53 H 3.19414 -2.25492 -0.40707  C10 1.093
54 H 2.13984 3.05021 0.96444  C15 1.089
55 H 1.10125 -3.68092 -1.42093  C17 1.094
56 H -1.54650 -2.50402 0.47800  C24 1.093
57 H 1.05030 2.34168 3.41729  C16 1.094
58 H -1.35100 -0.83271 0.95365  C24 1.088
59 H 3.35769 -3.58255 -1.56880  C10 1.088
60 H 0.25186 4.94261 -1.27226  C23 1.095
61 H 0.58840 -3.31929 0.24851  C17 1.093
62 H 4.45927 4.33305 -2.16272  C20 1.088
63 H -3.21441 -0.27237 -0.36883  N8 1.016